Entry 1:
This record from OMol25 describes C28H60As3F30N5O11S4 as an isolated structure in a non-equilibrium geometry. The level of theory is ωB97M-V/def2-TZVPD.

Structure (ORCA input):
```
! wB97M-V def2-TZVPD RIJCOSX def2/J DEFGRID3
* xyz -2 1
C -2.094 -7.572 1.848
C -1.406 -6.431 1.081
N -0.159 -6.779 0.219
C -0.586 -7.806 -0.912
C 0.533 -5.569 -0.505
C -0.382 -4.819 -1.502
C 0.922 -7.462 1.108
C 1.536 -6.612 2.266
O 2.424 -5.757 1.631
C 3.205 -5.008 2.622
H -3.042 -7.258 2.286
H -1.444 -8.193 2.464
H -2.554 -8.247 1.127
H -1.155 -5.629 1.776
H -2.093 -5.968 0.372
H -1.435 -7.314 -1.385
H -0.740 -8.745 -0.379
H 0.334 -7.848 -1.495
H 1.380 -5.968 -1.063
H 0.844 -4.942 0.331
H -1.159 -4.349 -0.900
H -0.746 -5.534 -2.240
H 0.154 -4.063 -2.076
H 1.626 -7.929 0.419
H 0.407 -8.366 1.432
H 2.161 -7.286 2.851
H 0.733 -6.098 2.794
H 3.683 -4.168 2.117
H 4.011 -5.465 3.196
H 2.584 -4.538 3.385
C 0.556 1.807 -3.481
C -0.408 0.925 -2.664
N 0.178 0.160 -1.418
C 1.194 -0.833 -2.053
C 0.991 1.174 -0.567
C 0.098 2.390 -0.047
C -0.958 -0.625 -0.717
C -0.778 -1.213 0.667
O 0.391 -2.080 0.601
C 0.816 -2.597 1.857
H 0.850 2.755 -3.031
H 0.118 2.160 -4.415
H 1.467 1.330 -3.843
H -0.914 0.137 -3.222
H -1.268 1.497 -2.318
H 2.011 -0.203 -2.405
H 0.726 -1.533 -2.745
H 1.480 -1.474 -1.219
H 1.890 1.457 -1.115
H 1.268 0.530 0.268
H 0.565 2.932 0.776
H -0.837 2.068 0.412
H -0.067 3.066 -0.885
H -1.292 -1.362 -1.447
H -1.807 0.024 -0.501
H -1.737 -1.698 0.850
H -0.599 -0.364 1.326
H 0.141 -3.349 2.265
H 1.128 -1.815 2.550
H 1.664 -3.195 1.523
C -0.192 6.240 -0.097
C -0.006 7.493 0.809
N -0.589 7.352 2.196
C 0.109 6.297 3.038
C -0.523 8.797 2.939
C 0.915 9.369 3.275
C -2.071 6.773 2.105
C -3.132 7.716 1.480
O -2.861 7.840 0.122
C -3.698 8.618 -0.689
H -1.271 6.176 -0.233
H 0.217 5.325 0.333
H 0.219 6.529 -1.064
H -0.440 8.414 0.421
H 1.046 7.662 1.036
H 1.173 6.295 2.804
H -0.416 5.378 2.775
H -0.203 6.525 4.057
H -1.261 8.671 3.730
H -0.976 9.507 2.247
H 1.488 8.807 4.013
H 0.713 10.406 3.543
H 1.487 9.312 2.349
H -2.383 6.491 3.111
H -2.074 5.758 1.710
H -3.062 8.641 2.053
H -4.154 7.344 1.551
H -3.382 8.457 -1.719
H -3.822 9.648 -0.354
H -4.707 8.209 -0.633
As 2.855 1.827 3.546
F 1.730 3.123 4.105
F 4.284 2.650 4.210
F 3.895 0.426 3.131
F 1.450 0.953 2.800
F 3.123 2.593 1.926
F 2.671 0.899 5.059
As -4.325 1.946 0.522
F -3.318 2.612 1.904
F -3.622 0.286 0.721
F -5.480 1.237 -0.724
F -5.120 3.605 0.375
F -3.181 2.427 -0.730
F -5.568 1.435 1.680
As -2.521 -4.166 4.473
F -2.945 -4.785 6.171
F -1.572 -2.852 5.164
F -2.108 -3.573 2.777
F -3.531 -5.458 3.766
F -3.944 -3.081 4.535
F -1.131 -5.319 4.411
C -4.166 -1.573 -3.437
F -5.514 -1.762 -3.498
F -3.708 -0.767 -4.361
F -3.880 -1.016 -2.269
S -3.190 -3.290 -3.599
O -3.338 -3.963 -2.278
O -3.931 -4.006 -4.620
N -1.534 -2.829 -4.001
S -1.454 -3.093 -5.559
O -1.283 -4.490 -6.004
O -2.434 -2.339 -6.385
C 0.312 -2.261 -5.839
F 0.415 -0.936 -5.524
F 1.269 -2.930 -5.281
F 0.528 -2.246 -7.172
C 5.515 0.719 -4.971
F 6.543 -0.048 -5.300
F 5.712 1.749 -5.815
F 4.334 0.104 -5.212
S 5.504 1.315 -3.064
O 6.896 1.546 -2.767
O 4.675 2.510 -2.919
N 4.805 -0.062 -2.304
S 5.730 -0.363 -1.095
O 6.949 -1.115 -1.457
O 5.970 0.810 -0.240
C 4.518 -1.501 -0.088
F 3.459 -0.814 0.253
F 4.054 -2.488 -0.821
F 5.051 -2.049 1.024
*
```

Entry 2:
This record from OMol25 describes a 4-piece molecular cluster, C28H60B2ClN4O2 overall in a non-equilibrium geometry. The level of theory is ωB97M-V/def2-TZVPD.

Structure (ORCA input):
```
! wB97M-V def2-TZVPD RIJCOSX def2/J DEFGRID3
* xyz -1 1
C 5.636 1.408 -0.663
C 4.268 0.791 -0.816
C 3.925 -0.357 -0.110
C 2.648 -0.896 -0.237
C 1.693 -0.303 -1.067
C 0.297 -0.855 -1.160
B -0.775 -0.148 -0.069
Cl 0.115 1.127 1.094
C -1.470 -1.270 0.908
C -0.551 -1.816 1.949
O -0.905 -2.466 2.903
B -1.911 0.833 -0.889
N -1.415 1.860 -1.861
O -3.308 0.760 -0.687
C 2.046 0.835 -1.794
C 3.325 1.368 -1.667
H 5.803 2.149 -1.438
H 6.424 0.661 -0.656
H 5.694 1.942 0.287
H 4.627 -0.838 0.557
H 2.376 -1.784 0.316
H -0.048 -0.680 -2.178
H 0.339 -1.930 -0.981
H -2.278 -0.784 1.457
H -1.899 -2.099 0.346
H 0.527 -1.615 1.852
H -2.162 2.127 -2.500
H -1.172 2.689 -1.323
H -3.603 1.631 -0.405
H 1.311 1.294 -2.436
H 3.603 2.250 -2.228
C 0.172 -5.744 -5.428
C 0.618 -4.417 -4.829
N 2.022 -4.393 -4.472
C 2.385 -3.243 -3.652
C 2.269 -1.846 -4.265
C 2.947 -4.731 -5.535
C 2.915 -3.886 -6.817
H 0.411 -6.572 -4.758
H -0.908 -5.732 -5.583
H 0.637 -5.937 -6.396
H 0.042 -4.245 -3.917
H 0.344 -3.608 -5.525
H 3.407 -3.387 -3.289
H 1.756 -3.270 -2.757
H 3.075 -1.638 -4.971
H 2.338 -1.103 -3.474
H 1.315 -1.695 -4.773
H 2.776 -5.775 -5.815
H 3.959 -4.716 -5.122
H 1.897 -3.696 -7.158
H 3.434 -4.417 -7.620
H 3.417 -2.928 -6.690
C -9.886 2.859 1.165
C -8.587 2.128 1.471
N -8.531 0.798 0.900
C -7.426 -0.003 1.408
C -5.998 0.452 1.089
C -8.759 0.718 -0.531
C -7.827 1.517 -1.455
H -10.748 2.270 1.484
H -9.908 3.810 1.700
H -9.993 3.082 0.103
H -8.500 2.027 2.556
H -7.744 2.762 1.151
H -7.556 -1.030 1.057
H -7.537 -0.055 2.497
H -5.721 0.247 0.058
H -5.290 -0.092 1.715
H -5.852 1.516 1.283
H -9.787 1.034 -0.729
H -8.732 -0.335 -0.821
H -7.656 2.530 -1.088
H -8.280 1.602 -2.446
H -6.861 1.033 -1.584
C 3.099 2.266 3.324
C 3.364 2.303 4.820
N 4.563 1.578 5.211
C 4.676 1.377 6.642
C 4.845 2.611 7.540
C 5.780 1.964 4.523
C 6.233 3.428 4.621
H 3.050 1.241 2.956
H 2.143 2.740 3.103
H 3.864 2.800 2.757
H 2.515 1.839 5.328
H 3.387 3.355 5.149
H 5.505 0.688 6.829
H 3.777 0.844 6.966
H 5.851 3.026 7.479
H 4.677 2.331 8.582
H 4.132 3.397 7.293
H 5.660 1.717 3.466
H 6.588 1.314 4.871
H 5.404 4.122 4.482
H 6.967 3.636 3.839
H 6.711 3.649 5.575
*
```

Entry 3:
This record from OMol25 describes a 4-piece molecular cluster, C28H60BrFN3O10P2 overall. The level of theory is ωB97M-V/def2-TZVPD.

Structure (ORCA input):
```
! wB97M-V def2-TZVPD RIJCOSX def2/J DEFGRID3
* xyz 1 1
C 4.087 -3.450 0.645
C 4.240 -2.191 1.510
C 5.321 -1.196 1.054
C 5.141 -0.585 -0.327
C 4.268 0.489 -0.549
C 3.387 1.002 0.565
C 1.906 1.323 0.250
P 1.056 0.281 -0.948
O 1.866 0.005 -2.155
O 0.592 -1.012 -0.140
C -0.279 -1.909 -0.882
C 0.467 -2.848 -1.838
O -0.281 1.060 -1.303
C -1.116 1.514 -0.211
C -2.412 2.169 -0.677
C 4.280 1.100 -1.838
P 3.280 2.652 -2.355
N 4.425 3.858 -2.024
O 3.624 2.566 -3.945
N 4.992 0.601 -2.819
N 5.761 -0.436 -2.587
Br 6.663 -0.984 -4.129
C 5.926 -1.056 -1.410
C 6.934 -2.164 -1.285
C 8.321 -1.702 -0.791
C 8.973 -0.527 -1.492
F 9.515 -0.941 -2.705
H 3.042 -3.652 0.430
H 4.591 -3.370 -0.322
H 4.494 -4.330 1.147
H 4.528 -2.493 2.520
H 3.275 -1.694 1.609
H 6.292 -1.686 1.128
H 5.360 -0.376 1.775
H 3.421 0.304 1.396
H 3.829 1.931 0.946
H 1.361 1.306 1.196
H 1.779 2.329 -0.155
H -0.809 -2.494 -0.130
H -1.024 -1.344 -1.439
H 0.063 -2.759 -2.848
H 1.524 -2.600 -1.878
H 0.338 -3.888 -1.535
H -0.554 2.222 0.402
H -1.349 0.658 0.430
H -2.519 3.116 -0.144
H -3.276 1.567 -0.398
H -2.438 2.379 -1.745
H 4.631 3.959 -1.038
H 5.279 3.825 -2.569
H 3.546 1.667 -4.288
H 6.545 -2.847 -0.528
H 7.002 -2.746 -2.202
H 9.002 -2.549 -0.912
H 8.274 -1.477 0.278
H 9.790 -0.138 -0.882
H 8.280 0.297 -1.697
C -6.128 -1.398 -4.435
O -5.058 -2.159 -3.900
C -3.910 -1.398 -3.590
C -3.812 -1.105 -2.109
O -4.863 -0.269 -1.664
C -5.904 -0.976 -1.010
H -7.010 -2.036 -4.430
H -6.326 -0.506 -3.836
H -5.915 -1.098 -5.466
H -3.900 -0.459 -4.154
H -3.035 -1.983 -3.892
H -2.869 -0.584 -1.911
H -3.808 -2.042 -1.539
H -5.583 -1.295 -0.012
H -6.223 -1.851 -1.580
H -6.749 -0.299 -0.905
C -1.990 -3.097 4.090
O -1.975 -1.849 4.756
C -0.989 -1.749 5.769
C 0.216 -0.966 5.299
O 0.902 -1.628 4.244
C 0.583 -1.132 2.964
H -2.624 -2.986 3.211
H -0.988 -3.399 3.775
H -2.413 -3.878 4.729
H -0.681 -2.744 6.106
H -1.437 -1.227 6.619
H 0.918 -0.850 6.129
H -0.099 0.033 4.977
H 1.049 -0.151 2.803
H -0.496 -1.038 2.819
H 0.974 -1.834 2.232
C -6.503 2.701 -0.303
O -5.492 3.522 0.255
C -5.809 4.904 0.225
C -6.308 5.403 1.563
O -7.544 4.813 1.921
C -7.428 3.760 2.859
H -6.281 1.672 -0.029
H -7.491 2.964 0.083
H -6.505 2.781 -1.395
H -6.555 5.108 -0.549
H -4.895 5.448 -0.035
H -6.465 6.484 1.499
H -5.555 5.214 2.335
H -7.193 4.148 3.856
H -6.658 3.041 2.565
H -8.391 3.255 2.898
*
```

Entry 4:
This record from OMol25 describes C28H61Cl22N2O5PSi2 as an isolated structure in a non-equilibrium geometry. The level of theory is ωB97M-V/def2-TZVPD.

Structure (ORCA input):
```
! wB97M-V def2-TZVPD RIJCOSX def2/J DEFGRID3
* xyz 0 1
C 4.277 -2.267 2.060
C 4.072 -1.641 1.052
C 3.998 -0.843 -0.293
C 2.526 -0.367 -0.625
C 2.183 1.096 -0.044
Si 1.171 1.011 1.588
N 1.543 2.310 2.729
C 2.533 3.300 2.226
C 3.991 2.815 2.610
O -0.531 1.028 1.338
Si -1.195 -0.468 0.864
C -3.097 -0.224 0.829
C -3.937 -1.581 0.811
C -3.553 -2.615 -0.326
C -4.582 -3.862 -0.307
C -3.918 -5.047 -1.191
C -3.311 -6.220 -0.318
C -1.732 -6.102 -0.089
O -1.395 -6.670 1.196
C -0.098 -6.224 1.632
N -0.711 -0.687 -0.850
C -1.177 0.472 -1.676
C -2.427 0.180 -2.594
P -0.565 -2.189 2.144
O -0.146 -1.753 3.515
O -1.754 -3.345 2.366
O 0.761 -3.007 1.471
H 4.595 -3.033 2.800
H 4.279 -1.594 -1.089
H 4.753 -0.005 -0.286
H 1.823 -1.145 -0.229
H 2.399 -0.370 -1.750
H 1.659 1.676 -0.856
H 3.198 1.562 0.156
H 1.604 -0.246 2.240
H 1.889 1.918 3.613
H 2.404 3.588 1.151
H 2.359 4.252 2.825
H 4.731 3.605 2.278
H 4.226 1.794 2.210
H 4.045 2.803 3.743
H -3.344 0.288 1.815
H -3.378 0.515 0.031
H -5.015 -1.280 0.609
H -3.936 -2.011 1.850
H -3.703 -2.127 -1.329
H -2.529 -3.070 -0.230
H -5.563 -3.528 -0.732
H -4.638 -4.273 0.737
H -3.195 -4.666 -1.963
H -4.787 -5.496 -1.765
H -3.430 -7.164 -0.937
H -3.848 -6.409 0.648
H -1.353 -5.044 -0.193
H -1.219 -6.733 -0.880
H 0.467 -7.025 2.193
H -0.198 -5.360 2.356
H 0.562 -5.864 0.793
H -1.131 -1.561 -1.174
H -1.411 1.393 -1.070
H -0.324 0.754 -2.370
H -2.251 -0.652 -3.352
H -2.636 1.120 -3.196
H -3.377 -0.051 -2.048
H -1.823 -3.965 1.614
H 0.495 -3.331 0.580
C 7.966 3.852 1.334
Cl 7.098 2.447 0.704
Cl 7.154 5.359 0.887
H 8.010 3.782 2.418
H 8.972 3.858 0.924
C -6.056 1.313 -2.993
Cl -6.112 -0.319 -2.315
Cl -5.008 2.376 -2.045
H -5.674 1.259 -4.010
H -7.062 1.725 -2.998
C -3.923 -1.346 -5.829
Cl -5.534 -0.997 -6.469
Cl -4.013 -2.021 -4.200
H -3.432 -2.064 -6.481
H -3.348 -0.423 -5.796
C -3.611 3.888 2.523
Cl -3.961 2.474 3.524
Cl -3.172 3.413 0.878
H -4.494 4.520 2.484
H -2.782 4.437 2.964
C 0.190 -3.285 -3.670
Cl -1.227 -3.473 -2.629
Cl -0.161 -2.234 -5.048
H 0.999 -2.847 -3.089
H 0.488 -4.263 -4.040
C 1.542 5.718 -1.013
Cl 2.676 4.546 -1.693
Cl 2.203 6.481 0.438
H 1.341 6.487 -1.755
H 0.618 5.206 -0.753
C 3.857 9.276 2.730
Cl 4.996 8.105 2.055
Cl 4.508 10.044 4.183
H 3.658 10.042 1.985
H 2.934 8.761 2.987
C 11.953 4.958 0.374
Cl 11.490 3.440 1.156
Cl 11.709 6.335 1.452
H 13.003 4.906 0.100
H 11.345 5.095 -0.516
C 6.067 1.181 -3.148
Cl 6.132 -0.430 -2.423
Cl 5.071 2.270 -2.178
H 7.075 1.583 -3.208
H 5.640 1.104 -4.144
C -7.585 -5.107 -3.167
Cl -8.239 -4.483 -1.648
Cl -6.339 -4.036 -3.819
H -7.149 -6.087 -2.987
H -8.393 -5.189 -3.890
C -5.356 0.542 6.635
Cl -5.707 -0.866 7.646
Cl -4.921 0.062 4.991
H -6.239 1.175 6.595
H -4.526 1.091 7.072
*
```

| no. | highest occupied orbital energy (eV) |
| --- | --- |
| 1 | -5.051 |
| 2 | -4.699 |
| 3 | -10.578 |
| 4 | -8.570 |